The following is a DFT calculation (ωB97M-V with the def2-TZVPD basis set) of C17H11N5O6V as an isolated structure.

total charge: +3
highest occupied orbital energy (alpha / beta): -0.692 / -0.692 Eh
multiplicity: 1

Last column: Mulliken charge in e.
CARTESIAN COORDINATES (ANGSTROEM)
1 V -0.776 -0.086 0.282  1.17
2 O -4.138 -1.347 -1.540  -0.43
3 O 1.851 -0.390 3.221  -0.25
4 O -0.838 -0.326 1.787  -0.32
5 O -4.275 1.295 -1.157  -0.43
6 O 4.031 -0.153 2.495  -0.20
7 O 5.884 0.110 1.400  -0.34
8 N -1.140 1.932 0.236  0.14
9 N -2.463 -0.053 -0.540  -0.13
10 N 2.085 0.300 -1.203  -0.44
11 N -0.917 -2.023 -0.383  0.15
12 N 1.428 0.085 -0.026  0.37
13 C -0.218 -4.294 -0.480  -0.85
14 C -1.938 4.577 0.350  -0.26
15 C -2.347 2.313 -0.218  0.73
16 C -2.784 3.616 -0.192  -0.66
17 C 3.413 0.353 -1.080  -0.45
18 C 2.411 0.004 0.856  0.26
19 C 2.558 -0.214 2.321  0.12
20 C -2.378 -3.670 -1.319  -0.67
21 C 4.627 0.052 1.363  0.24
22 C -2.086 -2.380 -0.943  0.73
23 C -0.332 2.860 0.788  0.01
24 C 3.659 0.162 0.276  0.87
25 C -1.419 -4.649 -1.087  -0.26
26 C -3.060 -1.255 -1.067  -0.09
27 C -3.192 1.180 -0.701  -0.09
28 C -0.699 4.187 0.850  -0.84
29 C 0.001 -2.979 -0.131  0.02
30 H -0.026 4.906 1.298  0.44
31 H -1.611 -5.679 -1.358  0.50
32 H 0.540 -5.036 -0.266  0.44
33 H 4.050 0.518 -1.938  0.50
34 H -3.342 -3.885 -1.760  0.53
35 H -2.246 5.613 0.400  0.50
36 H -3.771 3.850 -0.571  0.53
37 H 1.572 0.403 -2.073  0.19
38 H 0.614 2.523 1.190  0.43
39 H 0.914 -2.677 0.363  0.43
40 H 6.357 0.259 0.558  0.42